# 1
{
  "formula": "C7H6NO6S",
  "method": "the ωB97M-V functional and the def2-TZVPD basis",
  "elements": ["C", "C", "C", "C", "C", "C", "C", "N", "O", "O", "O", "O", "O", "O", "S", "H", "H", "H", "H", "H", "H"],
  "coordinates": [[-1.538, 0.639, 2.769], [-0.218, 0.729, 2.769], [-2.229, 0.230, 1.581], [0.563, 0.302, 1.634], [-1.560, 0.095, 0.395], [-0.129, -0.023, 0.507], [0.611, -0.341, -0.687], [0.217, -1.516, -1.338], [0.914, -2.502, -0.933], [2.842, 0.457, -2.087], [-0.913, -1.676, -1.797], [1.109, -0.967, -3.026], [1.736, 0.989, -4.199], [0.470, 1.122, -2.020], [1.623, 0.374, -2.910], [-2.127, 0.940, 3.579], [0.397, 1.121, 3.622], [-3.257, 0.355, 1.845], [1.618, 0.049, 1.518], [-1.869, -0.176, -0.628], [1.740, -0.204, -0.594]],
  "mulliken_charge": [-0.283, -0.592, -0.703, -0.224, -0.269, 0.718, -0.674, 1.292, -0.699, -0.732, -0.637, -0.601, -0.719, -0.550, 1.315, 0.442, 0.277, 0.287, 0.370, 0.426, 0.557],
  "de_lowest_kcal_mol": 59.5,
  "e_lumo_ev": 2.210,
  "homo_ev": -5.7,
  "e_tot_ha": -1174.5842,
  "total_charge": -1
}

=====

# 2
{
  "formula": "C4H9N2S",
  "method": "the ωB97M-V functional and the def2-TZVPD basis",
  "elements": ["C", "C", "C", "C", "N", "N", "S", "H", "H", "H", "H", "H", "H", "H", "H", "H"],
  "coordinates": [[3.232, 0.790, 0.785], [1.060, -0.725, 0.293], [-2.224, 0.974, -0.340], [-0.953, 0.477, 0.146], [1.396, -2.058, 0.087], [-0.187, -0.431, -0.310], [2.329, 0.769, -0.522], [4.089, 1.298, 1.195], [1.034, -0.427, 1.296], [-2.404, 1.940, 0.101], [-2.241, 1.284, -1.431], [-3.027, 0.288, 0.052], [-0.407, 1.035, 0.873], [1.262, -2.503, -0.870], [2.335, -2.281, 0.505], [-0.384, -0.978, -1.061]],
  "mulliken_charge": [-0.365, -0.125, -1.003, 0.269, -0.540, -0.086, 0.019, 0.377, 0.388, 0.336, 0.345, 0.320, 0.346, 0.226, 0.295, 0.196],
  "de_lowest_kcal_mol": 122.0,
  "e_lumo_ev": [-4.915, -4.915],
  "homo_ev": [-11.5, -11.5],
  "e_tot_ha": -665.0979,
  "total_charge": 1
}

=====

# 3
{
  "formula": "C5H5FOS",
  "method": "the ωB97M-V functional and the def2-TZVPD basis",
  "elements": ["C", "C", "C", "C", "C", "H", "H", "H", "H", "H", "O", "F", "S"],
  "coordinates": [[-0.842, -0.356, -1.291], [-1.503, -1.028, -2.205], [-0.634, -0.718, 0.134], [-1.665, -1.153, 0.866], [1.054, 1.318, 1.027], [-1.933, -2.016, -1.971], [-1.557, -0.460, -3.136], [-1.459, -1.378, 1.887], [-2.697, -1.229, 0.498], [0.177, 1.928, 0.619], [2.052, 1.850, 1.450], [-0.242, 0.782, -1.673], [0.923, -0.441, 0.898]],
  "mulliken_charge": [0.559, -0.803, 0.168, -0.752, 0.130, 0.299, 0.285, 0.298, 0.320, 0.305, -0.441, -0.264, -0.105],
  "de_lowest_kcal_mol": 35.7,
  "e_lumo_ev": 0.139,
  "homo_ev": -9.7,
  "e_tot_ha": -766.7525,
  "smiles": "C=C(F)C(=C)SC=O",
  "total_charge": 0
}

=====

# 4
{
  "formula": "C5H7NO",
  "method": "the ωB97M-V functional and the def2-TZVPD basis",
  "elements": ["O", "C", "C", "C", "C", "C", "N", "H", "H", "H", "H", "H", "H", "H"],
  "coordinates": [[2.848, 0.474, -0.740], [1.538, 0.160, -0.555], [0.651, 1.029, -0.077], [-0.780, 0.701, 0.180], [-1.312, -0.701, -0.213], [-1.409, -0.812, 1.283], [-1.047, 0.369, 1.622], [3.311, -0.265, -1.149], [1.257, -0.855, -0.820], [0.987, 2.034, 0.161], [-1.413, 1.524, -0.169], [-0.646, -1.381, -0.751], [-2.271, -0.667, -0.738], [-1.714, -1.609, 1.966]],
  "mulliken_charge": [-0.478, -0.080, -0.548, 0.308, -0.639, 0.002, -0.571, 0.337, 0.139, 0.314, 0.390, 0.220, 0.241, 0.366],
  "de_lowest_kcal_mol": 56.7,
  "e_lumo_ev": 0.712,
  "homo_ev": -8.9,
  "e_tot_ha": -324.6341,
  "total_charge": 0
}